No. 1
The following is a DFT calculation (ωB97M-V/def2-TZVPD) of 5 unconnected molecules or ions with the total composition C25H65F3N5O9P2.

Positions of all 109 atoms, in Å:
N1 -1.83274 3.79078 2.26615
P1 -1.07240 4.38290 1.03898
P2 -0.08984 2.66143 0.02579
O1 -0.48476 1.32382 0.77875
C1 -0.78370 2.57148 -1.73266
F1 -0.22703 3.59569 -2.37638
F2 -2.07591 2.83558 -1.68182
F3 -0.52688 1.44982 -2.32824
H1 -1.45759 4.19767 3.12338
H2 -0.03454 5.28063 1.39390
H3 -1.90805 4.98752 0.06530
H4 1.32122 2.75801 -0.04720
H5 -1.22076 0.88090 0.31398
C2 -1.98114 -0.47897 7.32532
O2 -0.80776 -1.26692 7.25476
C3 -0.96298 -2.43305 6.45223
C4 -0.10760 -2.33316 5.20312
N2 -0.63513 -1.32756 4.28243
C5 0.26693 -1.01966 3.17418
C6 1.59698 -0.35025 3.51208
O3 1.46444 0.97081 4.02041
C7 1.27172 1.05911 5.42555
H6 -1.80475 0.32362 8.04090
H7 -2.20877 -0.02820 6.35261
H8 -2.83413 -1.07123 7.66913
H9 -2.01096 -2.62032 6.20190
H10 -0.60933 -3.27762 7.05035
H11 -0.08968 -3.30404 4.69983
H12 0.91419 -2.09051 5.52160
H13 -0.81374 -0.47300 4.79654
H14 -0.27737 -0.34975 2.50584
H15 0.45995 -1.93353 2.61133
H16 2.15263 -0.25067 2.57462
H17 2.22234 -0.96341 4.17002
H18 1.76742 0.24777 5.96234
H19 0.20641 1.07303 5.66899
H20 1.69445 2.00630 5.76251
C8 4.06735 -5.45497 -1.82784
O4 4.48753 -4.12086 -2.06363
C9 3.96600 -3.56539 -3.26639
C10 3.00219 -2.43713 -2.95360
N3 1.76770 -2.94876 -2.36275
C11 0.90151 -1.90748 -1.82929
C12 1.41964 -1.10249 -0.63546
O5 1.55710 -1.85171 0.55369
C13 2.80505 -2.51969 0.69932
H21 4.60250 -5.82297 -0.95371
H22 2.99313 -5.50136 -1.61942
H23 4.30559 -6.09825 -2.67874
H24 3.49898 -4.32512 -3.89942
H25 4.81564 -3.15129 -3.81751
H26 2.76322 -1.90162 -3.87613
H27 3.51301 -1.74270 -2.27388
H28 2.00191 -3.58488 -1.61062
H29 -0.02642 -2.39823 -1.52057
H30 0.63846 -1.21695 -2.63918
H31 0.66944 -0.33998 -0.41214
H32 2.34578 -0.55913 -0.86376
H33 3.62372 -1.97815 0.22039
H34 2.74659 -3.53563 0.30445
H35 3.01806 -2.59907 1.76637
C14 1.87048 0.59174 -5.74416
O6 3.03817 -0.19951 -5.84593
C15 2.86302 -1.35064 -6.67550
C16 3.70545 -1.22933 -7.93090
N4 3.17408 -0.20252 -8.82019
C17 4.05785 0.12889 -9.93791
C18 5.39927 0.78229 -9.60778
O7 5.28657 2.08702 -9.06396
C19 5.12383 2.14037 -7.65959
H36 2.06346 1.37726 -5.01196
H37 1.62780 1.06580 -6.69994
H38 1.01833 -0.00529 -5.40177
H39 1.81124 -1.52727 -6.91658
H40 3.21919 -2.21065 -6.09987
H41 3.71027 -2.18955 -8.45389
H42 4.73292 -1.00002 -7.62016
H43 3.00955 0.64068 -8.28529
H44 3.50359 0.81667 -10.58128
H45 4.23727 -0.77593 -10.52640
H46 5.93825 0.90139 -10.55136
H47 6.03276 0.14940 -8.97581
H48 5.62510 1.31209 -7.15212
H49 4.06253 2.15521 -7.39283
H50 5.55945 3.07649 -7.30794
C20 -8.09177 3.36778 5.32064
O8 -7.89662 1.96797 5.21986
C21 -8.18758 1.44532 3.92744
C22 -6.92052 0.93844 3.26446
N5 -6.04356 2.04582 2.89247
C23 -4.71312 1.62664 2.46338
C24 -3.81188 0.95796 3.50157
O9 -3.40530 1.81672 4.55299
C25 -4.30492 1.89252 5.64956
H51 -7.95251 3.64916 6.36354
H52 -7.36056 3.91453 4.71531
H53 -9.10413 3.64664 5.01646
H54 -8.70194 2.17651 3.29787
H55 -8.86492 0.59908 4.07325
H56 -7.18525 0.37366 2.36603
H57 -6.42937 0.25568 3.96916
H58 -5.94081 2.66327 3.68811
H59 -4.19989 2.52492 2.11149
H60 -4.81502 0.96052 1.59804
H61 -2.88921 0.66444 2.98824
H62 -4.24255 0.03238 3.89868
H63 -4.85129 0.95904 5.80351
H64 -5.00397 2.72191 5.51744
H65 -3.71856 2.10330 6.54492

Values from the calculation:
total charge	+1
calculated total energy	-79572.646	eV
highest occupied orbital energy	-0.3750	Ha
frontier orbital gap	5.51	eV


No. 2
The following is a DFT calculation (ωB97M-V/def2-TZVPD) of a molecular structure, C25H65I2O9S2.

Positions of all 103 atoms, in Å:
C1 -2.18828 -1.25749 -0.46191
C2 -3.37607 -0.40218 -0.92926
I1 -2.67903 1.55515 -1.38259
C3 -4.45303 -0.39415 0.15852
I2 -5.73305 1.31318 0.31538
S1 -5.69411 -1.73229 0.08003
S2 -6.78986 -1.26327 -1.61361
C4 -4.83593 -3.33765 -0.26115
O1 -4.05608 -3.49023 -1.37637
O2 -4.95581 -3.74405 -2.47892
H1 -1.72385 -1.78749 -1.29182
H2 -2.52938 -2.01246 0.24418
H3 -1.45423 -0.65270 0.06447
H4 -3.79209 -0.74869 -1.87437
H5 -4.00822 -0.51336 1.15229
H6 -6.69879 -2.52939 -2.04914
H7 -4.17801 -3.43159 0.60496
H8 -5.63423 -4.08191 -0.20023
H9 -4.48971 -3.28029 -3.19692
C5 -4.14151 -2.32985 3.74719
C6 -2.64650 -2.18031 3.50433
C7 -1.87381 -2.21221 4.80516
O3 -2.36504 -0.98431 2.75788
H10 -4.51183 -1.50286 4.35833
H11 -4.70392 -2.32370 2.80855
H12 -4.36092 -3.25962 4.27206
H13 -2.29510 -2.98953 2.85714
H14 -2.18250 -1.38150 5.44723
H15 -0.80434 -2.11744 4.62006
H16 -2.05983 -3.14201 5.34309
H17 -2.62742 -0.23571 3.30926
C8 -1.96990 -5.28915 9.10489
C9 -2.37762 -4.20161 8.12701
C10 -3.42555 -3.26888 8.71057
O4 -2.83720 -4.77239 6.89590
H18 -2.83567 -5.90378 9.36685
H19 -1.21269 -5.93697 8.66490
H20 -1.57054 -4.86078 10.02431
H21 -1.49616 -3.62285 7.84153
H22 -4.33075 -3.82894 8.96127
H23 -3.69337 -2.49273 7.99278
H24 -3.06346 -2.79003 9.62049
H25 -3.61365 -5.30880 7.09326
C11 1.24704 -1.61039 -3.11883
C12 1.90464 -0.23992 -3.08760
C13 2.93107 -0.12963 -1.97522
O5 0.91383 0.78661 -2.96355
H26 0.72456 -1.79796 -2.17356
H27 0.52179 -1.66711 -3.93154
H28 1.98704 -2.39948 -3.25694
H29 2.39234 -0.05252 -4.04242
H30 2.45177 -0.27087 -0.99990
H31 3.39436 0.85676 -1.98321
H32 3.71463 -0.87897 -2.08451
H33 0.45929 0.65212 -2.12437
C14 6.53321 -1.51134 -6.01623
C15 5.01881 -1.55861 -5.91691
C16 4.35901 -1.60685 -7.28565
O6 4.52191 -0.44957 -5.16032
H34 6.84968 -0.61222 -6.55226
H35 6.98735 -1.47682 -5.02635
H36 6.91811 -2.37936 -6.55296
H37 4.71696 -2.43676 -5.34078
H38 4.61798 -0.71166 -7.85777
H39 3.27376 -1.64699 -7.18996
H40 4.69179 -2.47677 -7.85290
H41 4.77668 0.35588 -5.62532
C17 0.51670 4.98081 -1.39722
C18 -0.04229 5.17644 0.00134
C19 0.65921 4.30372 1.02745
O7 -1.45547 4.93064 0.01954
H42 0.39307 3.94040 -1.71637
H43 -0.00132 5.62063 -2.11164
H44 1.58119 5.21340 -1.43143
H45 0.05153 6.22504 0.28984
H46 0.53130 3.24739 0.76923
H47 0.24241 4.46717 2.02099
H48 1.72803 4.51570 1.05791
H49 -1.58627 4.00926 -0.23197
C20 6.73648 -1.56667 -1.72724
C21 8.16604 -1.49459 -2.24168
C22 9.18190 -1.51823 -1.11135
O8 8.34751 -0.33245 -3.05134
H50 6.52165 -0.70887 -1.08306
H51 6.03225 -1.54532 -2.56035
H52 6.57150 -2.47710 -1.14867
H53 8.34757 -2.33508 -2.91488
H54 9.03477 -0.65319 -0.45842
H55 10.19530 -1.47489 -1.50862
H56 9.08279 -2.42030 -0.50609
H57 8.19600 0.43726 -2.49131
C23 -2.41959 8.27844 -1.23182
C24 -3.68486 7.60732 -0.72278
C25 -3.70206 7.51242 0.79455
O9 -3.83851 6.31420 -1.31106
H58 -1.54481 7.69542 -0.92890
H59 -2.43011 8.34092 -2.31973
H60 -2.31527 9.28540 -0.82572
H61 -4.55713 8.16890 -1.06351
H62 -2.85562 6.91140 1.13733
H63 -4.62164 7.03702 1.13684
H64 -3.63108 8.50003 1.25255
H65 -3.06970 5.79663 -1.03091

Values from the calculation:
total charge	+1
calculated total energy	-83268.062	eV
highest occupied orbital energy	-0.4135	Ha
frontier orbital gap	7.27	eV


No. 3
The following is a DFT calculation (ωB97M-V/def2-TZVPD) of 6 unconnected molecules or ions with the total composition C25H67N5O7.

Positions of all 104 atoms, in Å:
C1 2.02302 -10.32800 -5.30159
O1 0.76849 -9.69619 -5.10583
C2 0.74478 -8.69145 -4.16401
C3 -0.72342 -8.16026 -4.03787
C4 -1.24395 -7.49118 -5.26663
N1 -0.91145 -7.16102 -3.04156
H1 2.64179 -9.73253 -5.97289
H2 1.89982 -11.34674 -5.66911
H3 2.33967 -10.57200 -4.28754
H4 1.07856 -9.09869 -3.20963
H5 1.51254 -7.91821 -4.13683
H6 -1.46945 -8.92684 -3.82834
H7 -1.49443 -8.11198 -6.12685
H8 -0.55249 -6.68220 -5.50231
H9 -2.12928 -6.90368 -5.02343
H10 -1.85148 -6.82083 -2.89766
H11 -0.35826 -6.32759 -3.18107
C5 4.87742 6.63490 -2.69058
O2 4.18891 7.27753 -3.75232
C6 3.20068 8.31317 -3.42805
C7 2.90525 9.22786 -4.64130
C8 1.70104 10.11442 -4.39355
N2 2.76624 8.40799 -5.84999
H12 4.46915 5.63370 -2.82845
H13 4.60854 6.98550 -1.69415
H14 5.95165 6.49867 -2.81532
H15 2.35831 7.83996 -2.92350
H16 3.59125 8.96196 -2.64406
H17 3.71747 9.95472 -4.63398
H18 0.79626 9.57151 -4.12023
H19 1.46547 10.75296 -5.24495
H20 1.86824 10.84344 -3.60065
H21 3.02147 8.83157 -6.73063
H22 3.42295 7.64399 -5.77824
C9 0.91475 -10.25109 4.76180
O3 0.85404 -8.86713 5.02766
C10 0.68146 -8.06806 3.85997
C11 2.11321 -7.93328 3.17591
C12 3.20416 -7.38843 3.99181
N3 2.01726 -7.15121 1.94509
H23 0.07355 -10.62115 4.17568
H24 1.17919 -10.70212 5.71823
H25 1.71075 -10.41863 4.03626
H26 -0.04868 -8.49107 3.17000
H27 0.42471 -7.04444 4.13272
H28 2.53895 -8.92192 3.00437
H29 3.48906 -7.90350 4.90922
H30 2.93963 -6.37134 4.28102
H31 4.07843 -7.30708 3.34594
H32 2.88714 -7.01945 1.44905
H33 1.22612 -7.41157 1.37377
C13 -0.11052 10.44744 2.50538
O4 0.16072 9.09126 2.81372
C14 1.04348 9.03231 3.90745
C15 1.59881 7.68969 4.28250
C16 0.61616 6.78203 5.00689
N4 2.72359 7.63309 5.19377
H34 -0.76851 10.62115 1.65392
H35 0.74382 11.10692 2.35279
H36 -0.67077 10.92361 3.31004
H37 1.90621 9.62349 3.60037
H38 0.66089 9.44061 4.84287
H39 1.82072 7.17306 3.34871
H40 -0.38050 6.80201 4.56600
H41 0.36228 7.23423 5.96562
H42 0.94659 5.74383 5.03960
H43 3.25514 8.44964 4.92769
H44 3.26789 6.81383 4.96434
C17 -3.54503 -0.45794 3.88382
O5 -4.51243 -0.23053 2.85416
C18 -4.44412 1.19491 2.30463
C19 -5.31298 1.26626 0.98553
N5 -4.86054 0.21235 0.12202
C20 -5.48549 0.27960 -1.22597
C21 -4.97290 -0.78698 -2.29951
O6 -5.04244 -2.10259 -1.81249
C22 -6.30804 -2.56724 -1.36368
H45 -4.07001 -0.74548 4.79476
H46 -2.97090 0.45412 4.04699
H47 -2.78778 -1.21138 3.66704
H48 -3.47761 1.47391 1.88496
H49 -4.68571 1.96486 3.03737
H50 -5.12232 2.19695 0.45117
H51 -6.37198 1.23335 1.24151
H52 -5.08875 -0.61666 0.65188
H53 -5.36458 1.33393 -1.47474
H54 -6.53966 0.14546 -0.98342
H55 -4.01530 -0.42055 -2.66942
H56 -5.70929 -0.74771 -3.10218
H57 -6.65131 -2.12885 -0.42661
H58 -6.34205 -3.63118 -1.12917
H59 -6.97189 -2.65884 -2.22334
C23 2.34986 -0.61346 0.18974
C24 0.91478 0.11908 0.27434
C25 1.15402 1.62446 0.48059
O7 0.13951 -0.15263 -0.83661
H60 2.18678 -1.64971 -0.10638
H61 2.81404 -0.65797 1.17495
H62 3.11016 -0.20774 -0.47766
H63 0.27746 -0.27288 1.06700
H64 2.09523 1.92077 0.01754
H65 1.40611 1.79798 1.52675
H66 0.34637 2.28058 0.15608
H67 -0.78573 0.10054 -0.79874

Values from the calculation:
energy relative to the best compared isomer or geometry (same formula, charge and spin)	115.0	kcal/mol
calculated total energy	-48785.948	eV
highest occupied orbital energy	-0.3209	Ha
frontier orbital gap	9.18	eV


No. 4
The following is a DFT calculation (ωB97M-V/def2-TZVPD) of a molecular structure, C25H68N12O13Zn.

Positions of all 119 atoms, in Å:
Zn1 8.64428 17.85966 22.51272
C1 11.47535 17.18961 19.35106
O1 12.06948 17.07573 18.23067
O2 10.60742 16.38546 19.67448
O3 11.44362 18.20340 20.08836
C2 18.39972 17.97554 18.62505
O4 19.51538 18.25360 18.43880
N1 17.65582 17.39896 17.74346
N2 17.62293 18.22495 19.67796
H1 16.67125 17.28955 17.94027
H2 17.92160 17.26119 16.77884
H3 18.03471 18.82389 20.37925
H4 16.62795 18.09521 19.56274
C3 15.42106 22.56930 14.63247
O5 15.89167 23.64751 14.61782
N3 15.69727 21.59721 13.77104
N4 14.62417 22.15345 15.58275
H5 16.21345 21.87530 12.94865
H6 15.03955 20.83438 13.84571
H7 14.45197 21.17264 15.75154
H8 14.64963 22.82147 16.33984
C4 15.40317 12.69755 12.13355
O6 15.90374 12.63462 11.00382
N5 15.38475 13.88589 12.70126
N6 14.82497 11.74423 12.77113
H9 16.05452 14.50107 12.26187
H10 14.92959 14.11414 13.57352
H11 14.51338 11.84421 13.72665
H12 14.78768 10.82450 12.35543
C5 7.87874 13.81152 13.80780
O7 7.10446 13.38026 12.90898
N7 8.07804 13.40280 15.05939
N8 8.64020 14.88604 13.57748
H13 8.74758 13.83909 15.67702
H14 7.63811 12.53478 15.32975
H15 9.33870 15.13808 14.26208
H16 8.49523 15.35176 12.69307
C6 6.00894 20.40544 20.74641
O8 6.41942 20.60157 22.06734
C7 6.36387 22.02944 22.39700
C8 7.11187 22.43069 23.60939
N9 7.12456 21.38061 24.66532
C9 7.96032 21.67975 25.78500
C10 7.67084 22.85678 26.75188
O9 6.38392 22.72559 27.40520
C11 5.94308 23.93947 27.99400
H17 6.80411 20.63583 20.03739
H18 5.09356 20.91964 20.45354
H19 5.74046 19.35198 20.66738
H20 5.30207 22.21441 22.55968
H21 6.82588 22.66577 21.64220
H22 6.70601 23.37268 23.97822
H23 8.13111 22.69781 23.33028
H24 6.18458 21.35990 25.03426
H25 8.95426 21.83247 25.36444
H26 8.11727 20.87291 26.50088
H27 7.53644 23.77250 26.17612
H28 8.52027 23.08125 27.39699
H29 5.52493 24.85470 27.57494
H30 6.78073 24.31111 28.58419
H31 5.20508 23.64724 28.74103
C12 2.18245 13.16176 25.80660
O10 3.41751 13.87241 25.44936
C13 3.77536 13.68200 24.08789
C14 4.67105 14.75905 23.61260
N10 5.87375 14.97580 24.46101
C15 6.73021 13.86794 24.60706
C16 7.83360 14.24227 25.58771
O11 8.39879 15.47716 25.12189
C17 9.82298 15.54580 25.24522
H32 1.29924 13.49183 25.25970
H33 1.99779 13.41197 26.85130
H34 2.37669 12.11263 25.58367
H35 2.80394 13.68677 23.59350
H36 4.15415 12.72121 23.73931
H37 4.19155 15.64019 23.18625
H38 5.14562 14.34372 22.72356
H39 5.43010 15.16810 25.34774
H40 7.17249 13.58502 23.65185
H41 6.30052 12.93344 24.96787
H42 8.52042 13.39744 25.53614
H43 7.45432 14.46595 26.58481
H44 10.12675 16.59246 25.26273
H45 10.29797 14.88567 24.51946
H46 10.10833 15.24459 26.25316
C18 17.63690 10.52254 18.89776
C19 16.29102 10.11647 19.45941
C20 16.21955 9.91793 21.03233
O12 14.94308 9.25366 21.34256
C21 15.20268 8.10322 22.08819
N11 15.09230 10.88508 19.01733
H47 17.57044 10.85429 17.86160
H48 18.50935 9.89611 19.08351
H49 17.90365 11.40949 19.47244
H50 16.12252 9.15753 18.96937
H51 16.13678 10.86501 21.56554
H52 17.15547 9.44121 21.32365
H53 14.41632 7.45263 22.47094
H54 15.77873 8.40054 22.96448
H55 15.71989 7.36930 21.47017
H56 15.32174 11.84140 19.24731
H57 14.38744 10.61712 19.68925
C22 15.14356 25.40013 24.13653
C23 16.31582 24.58078 23.57041
C24 16.92547 23.56841 24.60744
O13 17.98665 22.87031 23.95992
C25 19.05213 23.72378 23.52756
N12 15.84808 23.93240 22.31383
H58 14.74326 25.88010 23.24351
H59 15.34913 26.28375 24.74073
H60 14.33100 24.83299 24.59063
H61 17.16312 25.21025 23.29843
H62 16.18047 22.91342 25.05916
H63 17.31467 24.03908 25.51027
H64 19.92800 23.07550 23.50170
H65 19.35610 24.51015 24.21845
H66 18.86309 24.32706 22.63964
H67 16.63439 23.42909 21.92849
H68 15.32629 23.10948 22.57959

Values from the calculation:
energy relative to the best compared isomer or geometry (same formula, charge and spin)	2.4	kcal/mol
calculated total energy	-119932.953	eV
highest occupied orbital energy	-0.2904	Ha
frontier orbital gap	2.01	eV